Entry from the Open Molecules 2025 dataset: the molecule C3H5N3 (ωB97M-V with the def2-TZVPD basis set).

Each line ends with the Mulliken charge.
Cartesian coordinates (Å):
C -1.37181 -0.80623 0.42566  -0.156
C 0.61166 -0.12512 0.09089  0.351
H -2.35283 0.83009 -0.49319  0.189
C -0.19330 0.81499 -0.44790  -0.499
H 0.25882 1.66922 -0.92126  0.371
H 2.49059 0.21061 0.85066  0.240
N -1.48224 0.38435 -0.24220  -0.075
N 2.00509 0.09250 -0.02685  -0.456
H -2.24417 -1.37495 0.73100  0.396
H 2.47679 -0.55167 -0.64553  0.235
N -0.12508 -1.15376 0.64703  -0.595

structure (SMILES) = Nc1c[nH]cn1
M = 83.09 g/mol
HOMO-LUMO gap = 9.68 eV
HOMO energy = -0.3199 Eh
F_max = 1.025 eV/Å

Entry from the Open Molecules 2025 dataset: a cluster of 2 separate species, C4H8O2 in total (ωB97M-V with the def2-TZVPD basis set).

Each line ends with the Mulliken charge.
Cartesian coordinates (Å):
H 0.34635 2.47164 -1.00617  0.256
C -1.29767 -1.22285 0.69411  -0.914
C -0.13459 -0.01247 0.84450  0.565
C -0.27179 -0.20760 -0.53741  -1.123
C 0.94307 1.74391 -1.58685  -0.059
H -2.30293 -0.80877 0.71844  0.281
H 1.68591 -0.55114 1.01328  0.368
O 1.93908 1.21988 -1.13531  -0.426
H -0.69113 0.78804 1.33425  0.318
H 0.59664 1.56295 -2.62009  0.262
O 0.95743 -0.35298 1.61908  -0.539
H -1.05170 -1.73233 1.63072  0.420
H 0.50298 -0.92083 -0.87268  0.301
H -1.22165 -1.97746 -0.09586  0.291

M = 88.11 g/mol
HOMO-LUMO gap = 9.65 eV
HOMO energy = -0.3254 Eh
F_max = 0.470 eV/Å

Entry from the Open Molecules 2025 dataset: a structure of composition C4H3Cl2IrN5O3Y (ωB97M-V with the def2-TZVPD basis set).

Each line ends with the Mulliken charge.
Cartesian coordinates (Å):
N -1.45572 -0.91090 1.95926  -0.143
Cl -2.85770 -2.10440 -2.14033  -0.181
N -0.65848 -1.69634 1.14350  -0.313
O 1.57318 2.27928 -0.23266  -0.144
Ir 0.08457 0.12081 1.23483  0.847
H -2.96461 -0.54169 4.03059  0.345
Y -1.15023 -0.55009 -1.43586  1.296
C 0.12416 0.73090 -3.58360  0.161
C -0.20348 -2.68923 1.99063  -0.088
H 0.45074 -3.52480 1.76574  0.481
O 0.63919 1.02387 -4.56764  0.086
N -0.76555 -2.68613 3.15831  -0.277
N -2.56994 -1.45691 3.91719  -0.194
H -2.45176 -2.03557 4.75733  0.403
Cl -1.94344 1.76069 -1.94163  0.175
N -1.37904 -1.45519 3.21156  0.674
C 0.27587 -1.80864 -3.26107  0.119
C 1.02436 1.45808 0.39683  0.668
O 0.82450 -2.30665 -4.14768  0.083

M = 521.13 g/mol
⟨S²⟩ = 6.06
HOMO-LUMO gap (alpha / beta) = 6.72 / 4.32 eV
HOMO energy (alpha / beta) = -0.9131 / -0.9041 Eh
F_max = 10.455 eV/Å
spin multiplicity = 5
net charge = +4

Entry from the Open Molecules 2025 dataset: the molecule C5H11NO (ωB97M-V with the def2-TZVPD basis set).

Each line ends with the Mulliken charge.
Cartesian coordinates (Å):
H -1.87541 -0.96016 1.04539  0.384
O 0.56180 -1.45144 -1.66838  -0.627
N 0.05163 -0.58692 0.36814  -0.010
H -1.52567 -1.51617 -0.59644  0.330
H 2.88693 -0.38759 0.11157  0.338
C -1.37891 -0.69223 0.10423  -0.671
H 2.05233 1.03127 -0.54330  0.343
H -1.63615 0.68978 -1.54392  0.274
C 2.22243 -0.04191 -0.68602  -1.301
H -0.08692 -0.05099 2.37837  0.272
H -0.18628 1.29139 1.23696  0.307
H 1.38370 0.53626 1.57235  0.392
C 0.89254 -0.77150 -0.71013  0.957
H 2.70294 -0.19945 -1.65168  0.322
H -3.01020 0.68310 -0.40876  0.350
H -1.53969 1.53713 -0.01398  0.278
C 0.32151 0.34416 1.44173  -0.996
C -1.92256 0.62448 -0.49061  -0.944

structure (SMILES) = CCN(C)C(C)=O
M = 101.15 g/mol
HOMO-LUMO gap = 10.12 eV
HOMO energy = -0.3377 Eh
F_max = 0.406 eV/Å

Entry from the Open Molecules 2025 dataset: a structure of composition C2H5IN4 (ωB97M-V with the def2-TZVPD basis set).

Each line ends with the Mulliken charge.
Cartesian coordinates (Å):
H 2.32577 1.47880 -0.92780  0.294
N -0.47161 0.67074 0.21756  -0.491
H -2.38872 -3.67564 0.45104  0.235
H 2.23436 1.85846 0.79399  0.285
N -1.11122 -2.34364 -0.06979  0.945
C 0.36667 1.53872 -0.12661  0.171
H 1.95911 0.18884 0.24749  0.264
H 0.12307 2.53361 -0.51181  0.337
C 1.81720 1.23738 0.00366  -0.928
N -0.17216 -1.79427 -0.33646  -0.450
N -2.21044 -2.73074 0.15993  -0.736
I -2.47204 1.03773 0.09878  0.073

M = 211.99 g/mol
HOMO-LUMO gap = 9.16 eV
HOMO energy = -0.3267 Eh
F_max = 3.597 eV/Å

Entry from the Open Molecules 2025 dataset: a cluster of 4 separate species, H8S4 in total (ωB97M-V with the def2-TZVPD basis set).

Each line ends with the Mulliken charge.
Cartesian coordinates (Å):
H -0.96315 3.32668 5.57663  0.147
H -2.15565 4.73346 5.04714  0.146
H -2.51264 -0.67973 -3.36259  0.144
S -1.66619 3.63625 4.46103  -0.292
H -1.32256 -3.99323 1.28709  0.149
H 5.70789 1.07512 -4.00447  0.138
H -1.67775 -2.53648 2.70715  0.148
S 6.70455 0.66175 -3.24738  -0.278
H -3.81790 -1.82005 -4.31689  0.153
S -1.14375 -2.66938 1.47436  -0.298
H 5.84108 0.18912 -2.36283  0.140
S -2.99392 -1.92350 -3.25922  -0.295

structure (SMILES) = S.S.S.S
M = 136.33 g/mol
HOMO-LUMO gap = 10.43 eV
HOMO energy = -0.3574 Eh
F_max = 0.615 eV/Å